A structure of composition C33H35I2KN11O3S in a non-equilibrium geometry. Source: the Open Molecules 2025 dataset; level of theory: ωB97M-V with the def2-TZVPD basis set.

Computed properties:
- E_HOMO (eV) = -4.10
- energy (Ha) = -3700.05863
- total charge = -1
- E_LUMO (eV) = 1.9
- gap between HOMO and LUMO (eV) = 6.0
- relative energy (zero: lowest compared OMol25 entry of this formula, charge and spin) (kJ/mol) = 273.3

XYZ file:
```
86
C33H35I2KN11O3S | the Open Molecules 2025 dataset | ωB97M-V with the def2-TZVPD basis set
K -0.2549 -0.3462 0.1319
O -0.6420 -0.7825 -4.4659
C -1.9664 -0.8734 -4.7328
C -2.3612 -0.8756 -6.0685
C -3.7016 -0.9828 -6.3922
C -4.6610 -1.0919 -5.3941
C -4.2626 -1.1007 -4.0685
C -2.9242 -0.9887 -3.7150
C -2.4843 -1.0128 -2.2905
O -1.4933 -0.2305 -1.9890
N -3.1127 -1.8144 -1.4941
N -2.6051 -1.7642 -0.1790
C -3.5080 -2.0501 0.6802
C -3.3486 -2.1051 2.1313
C -4.3729 -2.7346 2.8378
C -4.3653 -2.8622 4.2174
C -3.3009 -2.2957 4.9156
C -2.2813 -1.6449 4.2608
C -2.2298 -1.5366 2.8370
O -1.2461 -0.9965 2.2414
H -0.5615 -0.5428 -3.5164
H -1.5964 -0.7823 -6.8268
H -4.0015 -0.9717 -7.4330
H -5.7098 -1.1683 -5.6485
H -4.9889 -1.1993 -3.2728
H -4.5060 -2.3019 0.3034
H -5.2048 -3.1376 2.2678
H -5.1744 -3.3629 4.7313
H -3.2746 -2.3582 5.9997
H -1.4621 -1.1925 4.8100
C 4.0603 0.8463 3.8886
N 2.7341 1.3963 4.0238
C 2.1033 1.6833 5.2128
C 0.8668 2.1166 4.9113
N 0.7310 2.0988 3.5296
C 1.9003 1.6065 2.9594
S 2.3325 1.2486 1.3983
C -0.4984 2.4282 2.8957
C -1.4344 3.2222 3.5637
C -2.6566 3.4173 2.9476
C -2.9090 2.8340 1.7120
C -1.8869 2.1067 1.1330
N -0.6998 1.9306 1.7009
H 4.5872 0.9916 4.8306
H 4.5819 1.3564 3.0808
H 4.0134 -0.2152 3.6377
H 2.5882 1.5398 6.1606
H 0.0595 2.3964 5.5586
H -1.2237 3.6836 4.5169
H -3.4088 4.0216 3.4380
H -3.8555 2.9428 1.2041
H -2.0254 1.6409 0.1650
C -0.9887 -4.7424 2.7063
N 0.2819 -4.2106 2.1590
C 0.8331 -3.1129 3.0149
C 0.1395 -3.7741 0.7052
C 1.5114 -3.5887 0.1192
C 2.1736 -4.7443 -0.3159
C 3.5007 -4.6677 -0.6998
C 4.1340 -3.4290 -0.6377
C 3.4311 -2.3003 -0.2382
C 2.0745 -2.2985 0.1515
H -0.8336 -5.0302 3.7438
H -1.2863 -5.6012 2.1076
H -1.7437 -3.9598 2.6444
H 0.9761 -4.9595 2.1379
H 0.1252 -2.2814 2.9789
H 1.7750 -2.7948 2.5757
H 0.9554 -3.5148 4.0207
H -0.4605 -2.8676 0.7564
H -0.4333 -4.5731 0.2264
H 1.6479 -5.6975 -0.3782
H 4.0294 -5.5449 -1.0547
H 5.1780 -3.3465 -0.9263
H 3.9812 -1.3585 -0.2421
I -1.5688 2.1810 -2.7289
I -1.6733 4.7938 -3.4261
N 4.7567 1.2449 -3.6146
N 3.6014 0.5574 -3.2188
N 3.4594 -0.7351 -3.3894
C 2.2223 -0.9008 -2.9305
N 1.6868 0.2373 -2.4899
N 2.5946 1.1661 -2.6790
H 5.5316 0.6686 -3.2941
H 4.7566 2.0859 -3.0409
H 1.7360 -1.8565 -2.8845
```